[1]
A cluster of 2 separate species, C4H8NO in total in a non-equilibrium geometry, computed with wB97M-V/def2-TZVPD.

For the lowest unoccupied orbital energy, the calculation gives -4.762 eV. The energy relative to the best compared isomer or geometry (same formula, charge and spin) comes out at 51.0 kcal per mole. The value obtained for the HOMO-LUMO gap is 10.52 eV.

The geometry in ORCA input format:
```
! RIJCOSX wB97M-V def2-TZVPD def2/J DEFGRID3
* xyz 1 1
N 0.95702 -1.23224 -0.43738
O -0.58504 -0.13090 1.78384
H 2.07790 0.77298 0.27310
C 1.17481 1.09055 -0.20677
C 0.31873 -0.09557 -0.35771
H 0.56802 1.82328 0.36268
H -0.92487 0.47245 2.50911
H -1.33584 -0.75762 1.83160
H 0.49750 -2.17095 -0.61274
H 1.52821 1.17983 -1.18587
C -1.05796 0.09558 -0.72171
H -3.01030 0.04951 -1.75053
H 1.88285 -1.27569 -0.19613
C -2.09104 0.17881 -1.29151
*
```

***

[2]
The ion C4H8NO with charge +1 in a non-equilibrium geometry, computed with wB97M-V/def2-TZVPD.

For the lowest unoccupied orbital energy, the calculation gives -4.902 eV. The energy relative to the best compared isomer or geometry (same formula, charge and spin) comes out at 62.8 kcal per mole. The SMILES is C#[N+][C@H](O)CC. The value obtained for the HOMO-LUMO gap is 10.74 eV.

The geometry in ORCA input format:
```
! RIJCOSX wB97M-V def2-TZVPD def2/J DEFGRID3
* xyz 1 1
H 2.01249 -1.12447 0.16233
C -0.83860 0.80302 0.41471
N -1.71284 -0.22402 -0.17522
H 0.83526 1.10122 -0.69638
H 0.69758 -1.03519 -1.25241
H -3.30497 -1.61159 -0.71285
C -2.41710 -1.08495 -0.47685
H -1.19217 0.48405 1.54497
H -1.06409 2.49500 -0.51884
C 0.62638 0.43606 0.14444
H 0.30735 -1.70435 0.36081
O -1.34432 1.99029 0.26615
H 1.36942 0.74124 0.91956
C 0.99394 -1.00061 -0.14804
*
```